1.
C2H8N3O | wB97M-V/def2-TZVPD

```
14
Properties=species:S:1:pos:R:3:mulliken_charge:R:1
C -1.633 1.491 0.569 -0.681
C 1.810 -1.802 -0.276 -0.557
N -0.973 0.829 -0.488 0.319
N 0.269 0.895 -0.657 -0.503
N 0.644 -1.058 0.014 0.349
O -0.448 -1.324 0.410 -0.325
H -2.325 0.759 1.082 0.298
H -0.874 1.839 1.380 0.285
H -2.114 2.527 0.157 0.294
H 2.596 -1.031 -0.205 0.268
H 1.734 -2.249 -1.282 0.320
H 2.089 -2.606 0.523 0.278
H -1.600 0.384 -1.230 0.339
H 0.826 1.346 0.001 0.316
```

Computed properties:
M = 90.11 g/mol
net charge = +1
spin multiplicity = 1
energy = -8709.112 eV
orbital gap (spin up / spin down) = 8.48 / 8.48 eV



2.
C2H8N3O2 | wB97M-V/def2-TZVPD

```
15
Properties=species:S:1:pos:R:3:mulliken_charge:R:1
C 1.009 -0.614 -1.141 -0.802
C 1.269 0.510 1.051 -0.751
N 0.462 -0.323 0.173 0.002
N -1.835 -0.764 0.378 0.687
N -0.799 -0.056 0.205 0.078
O -2.962 -0.407 0.220 -0.456
O -1.216 1.582 -0.590 -0.422
H 0.400 -1.360 -1.651 0.342
H 1.037 0.295 -1.748 0.350
H 2.020 -0.997 -1.023 0.344
H 2.297 0.524 0.699 0.311
H 0.886 1.533 1.049 0.345
H 1.242 0.114 2.065 0.310
H -1.650 -1.734 0.745 0.322
H -2.160 1.697 -0.433 0.339
```

Computed properties:
M = 106.10 g/mol
net charge = +1
spin multiplicity = 1
energy = -10754.706 eV
orbital gap (spin up / spin down) = 8.90 / 8.75 eV



3.
C2H8N3P | wB97M-V/def2-TZVPD

```
14
Properties=species:S:1:pos:R:3:mulliken_charge:R:1
C 0.384 1.605 1.285 -1.217
C 0.401 0.104 1.185 -0.311
N -0.589 -0.330 0.215 -0.433
P 0.267 -0.965 -1.210 0.473
N 1.691 -1.257 -1.654 -0.552
N -1.034 -1.501 -2.116 -0.480
H -0.450 2.109 1.833 0.325
H 1.328 1.993 1.807 0.296
H 0.311 1.938 0.320 0.399
H 1.313 -0.395 0.989 0.450
H 0.116 -0.223 2.183 0.221
H -1.213 0.383 0.126 0.291
H -0.465 -1.984 -2.917 0.296
H -2.059 -1.475 -2.048 0.242
```

Computed properties:
M = 105.08 g/mol
net charge = 0
SMILES = CCNP(#N)N
spin multiplicity = 1
energy = -15960.442 eV
orbital gap = 9.52 eV



4.
C2H8N3S | wB97M-V/def2-TZVPD

```
14
Properties=species:S:1:pos:R:3:mulliken_charge:R:1
C -1.738 0.389 -0.409 -0.371
C 0.611 -0.442 -0.831 0.508
N 0.611 0.569 0.123 -0.173
N 1.764 -0.969 -1.351 -0.362
N -0.682 1.055 0.406 -0.229
S -0.960 -1.113 -1.001 -0.028
H -2.559 0.220 0.310 0.342
H -2.161 1.264 -1.107 0.295
H 0.346 -0.634 2.250 -0.278
H 1.225 1.358 0.003 0.296
H 2.576 -0.694 -0.875 0.251
H 1.566 -1.820 -1.787 0.244
H 0.167 -0.740 3.020 0.271
H -0.765 1.558 1.249 0.234
```

Computed properties:
M = 106.17 g/mol
net charge = +1
spin multiplicity = 1
energy = -17499.864 eV
orbital gap = 8.83 eV



5.
C2H8N4 | wB97M-V/def2-TZVPD

```
14
Properties=species:S:1:pos:R:3:mulliken_charge:R:1
N 0.914 -0.831 -1.352 -0.524
N 1.563 -1.542 -0.358 -0.358
N 0.327 1.105 0.237 0.116
N 0.602 1.052 1.442 -0.622
H 1.601 -0.230 -1.808 0.258
H 2.047 -1.002 0.363 0.177
H 0.973 -2.249 0.073 0.240
H 1.629 1.010 1.541 0.253
C -1.041 0.948 -0.189 -0.129
C -2.037 0.184 0.400 -0.538
H -3.063 0.526 0.438 0.262
H -1.783 -0.828 0.692 0.235
H -1.401 1.967 -0.366 0.293
H -0.331 -0.110 -1.112 0.340
```

Computed properties:
M = 88.11 g/mol
net charge = 0
spin multiplicity = 1
energy = -8157.245 eV
orbital gap (spin up / spin down) = 7.18 / 7.19 eV



6.
C2H8N4 | wB97M-V/def2-TZVPD

```
14
Properties=species:S:1:pos:R:3:mulliken_charge:R:1
H -3.634 -2.532 3.667 0.234
N -2.694 -2.879 3.828 -0.679
C -2.161 -3.094 2.688 0.158
N -1.118 -3.940 2.470 -0.420
H -2.582 -2.712 1.751 0.267
H -0.722 -4.463 3.234 0.237
H -0.886 -4.195 1.531 0.203
H 3.109 2.133 -2.411 0.208
N 3.304 3.106 -2.180 -0.576
C 2.346 3.843 -2.558 0.087
N 1.070 3.428 -2.914 -0.443
H 2.486 4.911 -2.725 0.307
H 0.713 3.883 -3.737 0.201
H 0.769 2.510 -2.643 0.215
```

Computed properties:
M = 88.11 g/mol
net charge = 0
SMILES = [H]/N=C/N.[H]/N=C\N
spin multiplicity = 1
energy = -8163.311 eV
orbital gap = 10.13 eV



7.
C2H8N4 | wB97M-V/def2-TZVPD

```
14
Properties=species:S:1:pos:R:3:mulliken_charge:R:1
C 2.254 -0.051 -0.032 -1.036
C -0.390 0.201 -0.130 0.444
H 2.454 0.772 -0.664 0.355
H 2.885 -0.895 -0.039 0.341
H 2.384 0.196 1.184 0.279
H 0.564 -1.483 -0.576 0.243
H 0.894 1.487 0.165 0.301
H -1.516 -1.709 0.737 0.315
H -2.760 0.677 0.686 0.275
H -2.955 0.620 -0.723 0.277
N 0.825 -0.572 -0.275 -0.250
N -0.228 1.370 -0.134 -0.634
N -1.518 -0.565 -0.133 -0.325
N -2.894 -0.047 -0.065 -0.586
```

Computed properties:
M = 88.11 g/mol
net charge = 0
spin multiplicity = 1
energy = -8158.731 eV
orbital gap = 8.97 eV



8.
C2H8N4O | wB97M-V/def2-TZVPD

```
15
Properties=species:S:1:pos:R:3:mulliken_charge:R:1
N 0.810 2.152 2.317 -0.695
C 0.939 1.469 1.242 0.563
N 0.727 0.091 1.141 -0.543
N 1.133 2.093 0.021 -0.511
H 0.876 1.507 3.101 0.220
H 0.031 -0.277 1.757 0.244
H 0.618 -0.170 0.179 0.213
H 0.685 1.686 -0.787 0.226
H 0.949 3.084 0.073 0.276
N -1.623 -2.115 -1.055 -0.335
C -0.670 -1.735 -1.940 0.130
O -0.159 -0.637 -1.960 -0.546
H -2.112 -1.500 -0.441 0.223
H -1.859 -3.094 -1.053 0.211
H -0.346 -2.555 -2.595 0.324
```

Computed properties:
M = 104.11 g/mol
net charge = 0
SMILES = N=C(N)N.NC=O
spin multiplicity = 1
energy = -10212.211 eV
orbital gap = 9.24 eV



9.
C2H8N4O | wB97M-V/def2-TZVPD

```
15
Properties=species:S:1:pos:R:3:mulliken_charge:R:1
C -0.902 -0.051 -0.038 0.409
C 0.516 0.241 -0.290 0.433
N -1.691 -0.314 -1.091 -0.267
N 0.930 1.242 -0.980 -0.233
N -1.240 -0.237 1.248 -0.293
N 1.404 -0.547 0.479 -0.148
O 2.787 -0.319 0.466 -0.325
H -1.351 -0.138 -2.021 0.242
H -2.603 -0.629 -0.948 0.259
H 0.380 1.549 -1.741 0.310
H 1.973 1.221 -1.084 0.328
H -0.524 -0.135 1.918 0.295
H -2.039 -0.706 1.599 0.245
H 1.086 -1.534 0.714 0.360
H 3.123 -1.165 0.680 0.384
```

Computed properties:
M = 104.11 g/mol
net charge = +2
spin multiplicity = 1
energy = -10192.100 eV
orbital gap = 9.37 eV



What is the formula in the fifth record? C2H8N4



Among the records above, which one has the highest energy? number 5